Here is an isolated molecule of C3H3ClF2 from OMol25. Energies are from ωB97M-V/def2-TZVPD.

Geometry as XYZ:
```
9
Properties=species:S:1:pos:R:3:mulliken_charge:R:1
C 0.795 -0.166 0.302 -0.1419
C -0.662 -0.320 0.366 -0.3949
C -0.272 0.610 -0.551 0.4049
H 1.560 0.241 1.053 0.3325
H -1.233 -1.350 0.292 0.2479
H -1.152 0.083 1.156 0.2694
F -0.345 0.384 -1.901 -0.2602
F -0.341 1.888 -0.126 -0.2583
Cl 1.648 -1.370 -0.591 -0.1993
```

- SMILES: FC1(F)C[C@H]1Cl
- Energy above the lowest of the compared OMol25 structures with the same formula, charge and spin: 41.79 kcal per mole
- E_tot: -775.95254 Eh
- Molecular weight: 112.506 Da
- HOMO: -9.93 eV

Here is a cluster of 10 separate species, C24H60Br4Cl8N4O4 in total from OMol25. Energies are from ωB97M-V/def2-TZVPD.

Geometry as XYZ:
```
104
Properties=species:S:1:pos:R:3:mulliken_charge:R:1
Br 1.041 -1.249 -2.484 -0.4114
C 0.383 0.543 -3.119 -0.6108
C -0.218 1.300 -1.951 0.2322
Br -1.336 2.799 -2.679 -0.2916
H -0.372 0.251 -3.849 0.3464
H 1.126 1.165 -3.619 0.2013
H 0.538 1.795 -1.341 0.0156
H -0.903 0.615 -1.452 -0.0636
Br -3.523 -5.322 -2.549 -0.2257
C -2.835 -3.860 -1.365 -0.0124
C -2.146 -2.807 -2.284 0.8662
Br -3.440 -1.986 -3.483 -0.1557
H -2.214 -4.282 -0.575 0.4177
H -3.682 -3.431 -0.830 -0.1222
H -1.386 -3.212 -2.952 -0.1279
H -1.662 -2.016 -1.711 -0.7432
C 3.555 -5.018 0.220 -1.5546
C 4.415 -3.895 -0.422 0.6272
C 3.803 -2.588 -0.030 -0.2950
O 4.645 -1.500 -0.343 -0.4165
C 4.121 -0.245 0.047 -0.4971
N 5.768 -4.137 0.028 -0.8367
H 2.544 -5.024 -0.189 0.2843
H 3.530 -5.032 1.309 0.4192
H 4.037 -5.976 0.027 0.3721
H 4.475 -4.009 -1.505 0.3318
H 3.539 -2.619 1.027 0.2531
H 2.879 -2.483 -0.598 -0.1150
H 3.943 -0.149 1.118 0.4031
H 3.117 -0.052 -0.329 -0.0214
H 4.776 0.601 -0.161 0.3745
H 6.376 -3.448 -0.390 0.3317
H 5.728 -3.775 0.970 0.3107
C -2.664 3.855 2.037 -1.7469
C -1.659 3.705 0.888 0.9545
C -1.193 5.013 0.225 -0.8601
O -2.374 5.716 -0.272 -0.3742
C -1.972 6.886 -1.003 -0.8354
N -0.557 2.918 1.343 0.5167
H -2.370 4.683 2.682 0.3687
H -2.975 2.970 2.592 0.2462
H -3.526 4.364 1.606 0.4691
H -2.140 3.091 0.126 -0.0709
H -0.519 4.889 -0.623 0.2303
H -0.681 5.677 0.922 0.4763
H -2.738 7.642 -0.834 0.2878
H -1.668 6.635 -2.019 0.2606
H -1.088 7.343 -0.559 0.3500
H -0.904 2.013 1.626 -0.1487
H -0.269 3.297 2.233 0.3857
C 0.936 -0.244 1.378 -0.5599
C -0.511 -0.774 1.721 1.6863
C -0.613 -1.918 2.801 -1.3003
O -0.352 -1.331 4.097 -0.3234
C -0.290 -2.318 5.083 -0.9054
N -1.287 0.402 2.200 -0.1390
H 0.870 0.683 0.808 -0.1781
H 1.478 -0.926 0.723 -0.2720
H 1.574 -0.106 2.251 0.3732
H -1.042 -1.047 0.809 -0.3247
H 0.134 -2.681 2.583 0.6934
H -1.593 -2.387 2.718 0.4021
H 0.403 -3.118 4.823 0.3000
H -1.225 -2.805 5.361 0.3113
H -0.035 -1.721 5.958 0.3066
H -0.922 0.619 3.116 0.4385
H -2.217 0.075 2.421 -0.7794
C -5.721 -1.363 0.423 -1.6797
C -4.572 -0.506 1.014 0.4748
C -4.317 -0.851 2.449 -0.5904
O -3.877 0.357 3.057 -0.3933
C -3.522 0.112 4.419 -1.0126
N -3.443 -0.788 0.134 0.2437
H -6.640 -1.336 1.008 0.4508
H -5.467 -2.418 0.319 0.2695
H -6.077 -1.065 -0.564 0.4439
H -4.798 0.559 0.957 0.4057
H -3.511 -1.583 2.396 0.0030
H -5.061 -1.386 3.039 0.4998
H -4.284 0.441 5.125 0.3637
H -2.748 0.777 4.803 0.3277
H -3.165 -0.869 4.733 0.3241
H -3.806 -0.423 -0.735 0.2376
H -2.799 -0.087 0.471 -0.5983
C 4.301 -0.440 -4.143 0.3701
Cl 3.947 -1.934 -5.026 -0.1458
Cl 3.716 0.951 -5.105 -0.1884
H 3.695 -0.342 -3.242 -0.4399
H 5.373 -0.340 -3.969 0.3411
C 2.438 4.007 0.604 0.8896
Cl 2.581 5.234 1.924 -0.2151
Cl 3.895 4.028 -0.413 -0.1889
H 2.303 3.050 1.108 -0.0806
H 1.552 4.122 -0.020 -0.4636
C 1.434 -4.678 -4.051 0.6615
Cl -0.233 -5.075 -4.596 -0.1913
Cl 2.111 -5.943 -2.977 -0.1891
H 2.094 -4.589 -4.914 0.2381
H 1.324 -3.750 -3.490 -0.6650
C 3.470 4.828 -3.756 -0.4743
Cl 2.861 5.738 -5.222 -0.1991
Cl 2.250 3.695 -3.125 0.0390
H 4.388 4.347 -4.093 0.3102
H 3.683 5.467 -2.899 0.2959
```

- Net charge: -1
- 2S+1: 2
- E_tot: -15447.86091 Eh
- Molecular weight: 1072.008 Da
- HOMO (alpha / beta): -0.65 / -6.40 eV

Here is a cluster of 4 separate species, C17H38BClO8P2S3 in total from OMol25. Energies are from ωB97M-V/def2-TZVPD.

Geometry as XYZ:
```
70
Properties=species:S:1:pos:R:3:mulliken_charge:R:1
C 1.630 -2.683 5.968 -0.6982
C 1.255 -1.512 6.598 -0.2739
P -0.324 -0.618 6.441 0.1907
Cl 0.768 1.320 6.805 -0.4935
B -1.055 0.205 4.878 0.5953
O -0.574 0.036 3.634 -0.3514
O -2.151 1.058 5.050 -0.5232
P -1.487 -2.525 6.125 -0.2108
C -1.351 -3.052 4.351 -0.9779
C -3.243 -2.000 6.536 -0.4605
C -4.279 -2.246 5.428 -1.1990
H 1.593 -3.631 6.502 0.2881
H 1.980 -2.692 4.938 0.3216
H 1.960 -1.079 7.312 0.3675
H -1.049 -0.436 7.637 0.0899
H -1.233 0.350 2.989 0.3001
H -1.843 1.745 5.665 0.2826
H -0.566 -2.532 3.801 0.2381
H -1.060 -4.102 4.358 0.4260
H -2.276 -2.992 3.780 0.3565
H -3.525 -2.545 7.434 0.4817
H -3.258 -0.941 6.814 0.3521
H -3.931 -1.856 4.475 0.2069
H -4.493 -3.310 5.354 0.3646
H -5.191 -1.703 5.678 0.3625
C -0.192 -0.032 -2.051 -0.3465
C 0.111 1.169 -1.148 -0.3679
C -1.142 1.425 -0.298 -0.8489
S -1.969 -0.158 -0.130 1.1088
O -3.242 -0.095 -0.804 -0.6944
O -1.862 -0.618 1.238 -0.5912
C -0.831 -1.085 -1.149 -0.8810
H 0.709 -0.412 -2.532 0.4659
H -0.894 0.265 -2.834 0.0919
H 0.955 0.933 -0.499 0.3349
H 0.376 2.040 -1.720 0.1395
H -0.894 1.804 0.691 0.4401
H -1.831 2.108 -0.793 0.4033
H -1.373 -1.855 -1.694 0.4518
H -0.092 -1.541 -0.492 0.3456
C 4.639 5.523 -2.562 -0.5824
C 4.938 4.818 -1.233 -0.6319
C 3.596 4.387 -0.630 -0.6745
S 2.481 4.138 -2.015 1.2324
O 1.426 5.117 -1.943 -0.7259
O 2.190 2.730 -2.153 -0.7033
C 3.635 4.632 -3.288 -0.7555
H 5.540 5.672 -3.154 0.3466
H 4.196 6.503 -2.369 0.2933
H 5.557 3.938 -1.419 0.3069
H 5.486 5.463 -0.548 0.3240
H 3.678 3.459 -0.070 0.3368
H 3.170 5.164 0.003 0.3945
H 3.101 5.141 -4.087 0.4037
H 4.112 3.729 -3.670 0.3517
C -1.475 -3.267 -7.083 -0.6150
C -2.056 -2.163 -6.191 -0.8062
C -0.991 -1.810 -5.145 -0.1917
S 0.596 -2.174 -5.901 1.1668
O 1.212 -3.257 -5.178 -0.6580
O 1.293 -0.941 -6.164 -0.6737
C -0.061 -2.814 -7.437 -0.7073
H -2.078 -3.426 -7.975 0.3701
H -1.436 -4.208 -6.529 0.2913
H -2.279 -1.284 -6.799 0.3245
H -2.985 -2.474 -5.715 0.3399
H -1.023 -0.759 -4.872 0.2139
H -1.086 -2.428 -4.254 0.2082
H 0.574 -3.619 -7.798 0.3927
H -0.077 -1.995 -8.156 0.3406
```

- SMILES: C=C[PH](Cl)(B(O)O)P(C)CC.O=S1(=O)CCCC1.O=S1(=O)CCCC1.O=S1(=O)CCCC1
- E_tot: -3634.68662 Eh
- Molecular weight: 574.897 Da
- HOMO: -7.28 eV

Here is a structure of composition C5H8O2 from OMol25. Energies are from ωB97M-V/def2-TZVPD.

Geometry as XYZ:
```
15
Properties=species:S:1:pos:R:3:mulliken_charge:R:1
C -1.728 1.058 -0.576 -0.2406
C -0.065 -0.428 -0.789 0.1479
C 1.525 -0.699 -0.201 -0.5533
C 0.964 -0.795 1.079 -0.5074
C -0.258 0.182 0.511 -0.0594
H -2.746 0.790 -1.133 0.2506
H -1.596 2.257 -0.715 0.2055
H -0.444 -1.449 -1.078 0.2271
H 1.888 -1.729 -0.433 0.3216
H 2.238 0.229 -0.100 0.2629
H 0.580 -1.678 1.536 0.3407
H 1.508 -0.130 1.998 0.2270
H 0.300 1.205 0.695 0.1462
O -0.520 0.605 -1.516 -0.4149
O -1.646 0.582 0.721 -0.3540
```

- Energy above the lowest of the compared OMol25 structures with the same formula, charge and spin: 141.71 kcal per mole
- E_tot: -345.57913 Eh
- Molecular weight: 100.117 Da
- HOMO: -9.29 eV

Here is a structure of composition C28H36Cl2GaN4O2P from OMol25. Energies are from ωB97M-V/def2-TZVPD.

Geometry as XYZ:
```
74
Properties=species:S:1:pos:R:3:mulliken_charge:R:1
Ga 0.004 -0.703 -0.168 0.9090
C -0.349 3.236 0.057 -1.0594
C 1.102 3.583 0.223 0.5644
C 1.486 4.918 0.198 -1.0822
C 2.811 5.290 0.371 -0.8027
C 3.783 4.325 0.575 -0.8369
C 3.424 2.988 0.594 -0.4026
C 2.090 2.610 0.419 0.4748
P 1.743 0.835 0.508 1.4015
C 3.289 0.027 0.010 0.7622
C 4.003 -0.725 0.941 -0.8352
C 5.221 -1.298 0.600 -0.9975
C 5.727 -1.106 -0.676 -0.8569
C 5.011 -0.360 -1.607 -1.0214
C 3.788 0.221 -1.290 1.0891
C 3.074 1.066 -2.309 -1.2339
C 1.391 0.418 2.229 0.6631
C 1.627 1.327 3.262 -1.1565
C 1.236 1.022 4.554 -0.7880
C 0.595 -0.184 4.811 -0.7550
C 0.357 -1.090 3.789 -0.9416
C 0.759 -0.816 2.484 0.3818
C 0.535 -1.794 1.369 -0.5148
H -0.938 4.126 -0.153 0.5859
H -0.739 2.795 0.979 0.3157
H -0.493 2.536 -0.773 0.1642
H 0.734 5.679 0.041 0.4273
H 3.082 6.337 0.347 0.4248
H 4.818 4.608 0.711 0.4865
H 4.188 2.236 0.738 0.5519
H 3.614 -0.850 1.944 0.5322
H 5.774 -1.873 1.330 0.4702
H 6.682 -1.532 -0.952 0.4089
H 5.420 -0.209 -2.597 0.4665
H 3.602 1.049 -3.260 0.5110
H 3.007 2.106 -1.988 0.2171
H 2.057 0.712 -2.496 0.1615
H 2.109 2.273 3.053 0.4889
H 1.427 1.721 5.355 0.4863
H 0.285 -0.424 5.820 0.4396
H -0.128 -2.033 4.006 0.5135
H -0.160 -2.586 1.645 0.5940
H 1.470 -2.270 1.068 0.1644
N -1.757 0.239 0.599 -0.2202
C -2.863 -0.453 -0.103 -0.0401
C -4.162 0.342 0.029 -0.9183
C -5.407 -0.082 -0.742 -0.5375
C -5.982 -1.465 -0.478 -1.2826
N -5.180 -2.585 -0.988 -0.0983
C -5.090 -2.915 -2.274 0.8377
N -5.781 -2.249 -3.197 -0.3865
N -4.347 -3.956 -2.647 -0.4201
C -2.392 -0.723 -1.539 0.3934
O -3.174 -0.912 -2.437 -0.6142
O -1.088 -0.801 -1.673 -0.5535
H -1.875 0.229 1.611 0.3860
H -1.759 1.217 0.317 -0.1078
H -2.958 -1.444 0.359 0.3120
H -3.950 1.371 -0.281 0.3808
H -4.400 0.395 1.097 0.4330
H -5.239 0.066 -1.807 0.3619
H -6.194 0.618 -0.450 0.4113
H -6.981 -1.533 -0.915 0.4170
H -6.120 -1.644 0.589 0.4809
H -4.711 -3.181 -0.327 0.2666
H -6.224 -1.378 -2.966 0.2031
H -5.586 -2.398 -4.174 0.2450
H -3.866 -4.525 -1.972 0.1778
H -4.303 -4.243 -3.609 0.2072
Cl 2.263 -4.449 -0.419 -0.1477
C 2.725 -3.235 -1.595 0.5749
Cl 1.354 -2.171 -2.071 -0.0604
H 3.035 -3.722 -2.513 0.4254
H 3.499 -2.601 -1.182 -0.4984
```

- Net charge: +2
- E_tot: -4644.23856 Eh
- Molecular weight: 632.225 Da
- HOMO: -13.80 eV

Here is a structure of composition C31H32As2ClIN2O4W from OMol25. Energies are from ωB97M-V/def2-TZVPD.

Geometry as XYZ:
```
74
Properties=species:S:1:pos:R:3:mulliken_charge:R:1
W 0.325 -0.027 0.757 -0.0067
C -2.572 1.661 -2.697 -1.1307
C -2.084 0.243 -2.724 0.4213
N -2.669 -0.583 -3.563 -0.5718
C -2.236 -1.844 -3.710 -1.0689
C -1.133 -2.341 -3.061 0.9118
C -0.649 -3.747 -3.333 -0.9729
O 0.709 -3.785 -3.758 -0.5260
C -0.490 -1.482 -2.133 -0.2583
C 0.771 -1.861 -1.563 -0.4452
N 1.380 -1.017 -0.785 0.3216
C 2.537 -1.241 -0.020 0.0898
C 3.265 -2.416 0.095 -1.1326
C 4.275 -2.449 1.037 -0.7910
C 4.509 -1.359 1.885 -0.9496
C 3.750 -0.209 1.792 -0.5105
C 2.773 -0.131 0.797 0.7300
I 0.790 0.287 3.451 -0.1454
C -1.019 -0.195 -1.898 0.9477
O -0.565 0.619 -0.947 -0.3413
H -2.544 2.058 -3.712 0.4656
H -1.963 2.291 -2.053 0.0409
H -3.612 1.698 -2.369 0.3014
H -2.791 -2.457 -4.410 0.3835
H -1.309 -4.217 -4.063 0.4876
H -0.707 -4.348 -2.422 0.3197
H 0.752 -3.698 -4.716 0.3248
H 1.172 -2.830 -1.843 0.5561
H 3.036 -3.279 -0.516 0.5527
H 4.878 -3.341 1.141 0.4566
H 5.287 -1.421 2.634 0.5115
H 3.928 0.604 2.480 0.5940
C -1.186 3.081 2.961 -1.4595
As -0.987 2.192 1.262 1.6554
C -2.824 2.023 0.681 -1.2775
C -0.173 3.525 0.139 0.1252
C -0.865 4.697 -0.157 -0.5568
C -0.289 5.675 -0.951 -0.8991
C 0.992 5.492 -1.448 -0.8492
C 1.695 4.334 -1.149 -0.9387
C 1.104 3.349 -0.361 0.4451
As 2.334 1.832 0.024 2.0240
C 3.089 1.508 -1.723 -1.4567
C 3.623 2.769 1.109 -1.4157
H -0.220 3.386 3.352 0.4550
H -1.657 2.390 3.658 0.5015
H -1.824 3.952 2.809 0.4696
H -3.461 2.106 1.559 0.5527
H -2.971 1.057 0.209 0.2046
H -3.063 2.816 -0.024 0.4060
H -1.863 4.852 0.235 0.4234
H -0.836 6.580 -1.178 0.4348
H 1.453 6.251 -2.066 0.4522
H 2.700 4.226 -1.535 0.3035
H 3.639 2.388 -2.047 0.6205
H 2.275 1.310 -2.417 0.3521
H 3.767 0.660 -1.674 0.4733
H 3.580 3.815 0.816 0.5382
H 4.620 2.366 0.951 0.4518
H 3.339 2.686 2.157 0.4181
Cl -4.445 -6.157 3.957 -0.1469
C -3.470 -4.934 3.257 0.4392
C -4.069 -3.759 2.809 -0.8841
C -3.283 -2.775 2.250 -0.2523
C -1.903 -2.969 2.135 0.0464
C -1.312 -4.152 2.588 -0.3785
C -2.096 -5.136 3.151 -0.8332
C -1.080 -1.943 1.550 1.3926
O -1.537 -0.794 1.166 -0.4813
O 0.181 -2.055 1.353 -0.7394
H -5.137 -3.631 2.907 0.4398
H -3.729 -1.854 1.897 0.4742
H -0.242 -4.286 2.504 0.4582
H -1.661 -6.056 3.514 0.4455
```

- Net charge: +2
- 2S+1: 3
- Energy above the lowest of the compared OMol25 structures with the same formula, charge and spin: 21.42 kcal per mole
- E_tot: -6906.98188 Eh
- Molecular weight: 992.648 Da
- HOMO (alpha / beta): -13.45 / -13.85 eV